1.
This record from OMol25 describes a 2-piece molecular cluster, C3H12NS overall. The level of theory is ωB97M-V/def2-TZVPD.

XYZ file:
```
17
Properties=species:S:1:pos:R:3:forces:R:3
C 1.4343 2.1564 -0.5109 0.685 1.379 0.276
S 0.3547 0.9354 -1.1543 -0.844 -0.729 -0.647
H 2.0392 2.5149 -1.3274 0.413 0.138 -0.160
H 0.8237 3.0361 -0.2268 0.289 -0.642 0.178
H 2.0880 1.8059 0.2945 -0.312 0.206 -0.072
H 1.2495 0.0574 -1.6093 0.206 -0.030 -0.099
C -0.1518 -2.3873 0.4936 -1.371 -1.367 0.184
C -1.3587 -1.4849 0.8180 -0.391 -1.340 -0.360
N -0.8508 -0.1923 1.3386 1.379 0.299 0.236
H -0.4050 -3.4789 0.2735 -0.030 1.692 0.109
H 0.4294 -1.9821 -0.2930 0.412 0.275 -1.045
H 0.4981 -2.4360 1.3319 0.596 -0.047 1.037
H -1.9703 -1.2768 -0.0917 0.411 -0.119 0.839
H -1.9731 -1.9394 1.6182 0.094 0.281 -0.634
H -0.4797 -0.2634 2.2895 -0.309 -0.184 0.023
H -1.5492 0.5501 1.3180 0.084 0.020 -0.063
H -0.0125 0.0867 0.7167 -1.312 0.167 0.201
```
Forces are in eV/Å.

Energy above the lowest of the compared OMol25 structures with the same formula, charge and spin = 8.5 kcal/mol
HOMO = -13.564 eV
Total charge = +1
Energy = -574.17943 hartree



2.
This record from OMol25 describes C70H57FeN2O2PSSb as an isolated structure. The level of theory is ωB97M-V/def2-TZVPD.

XYZ file:
```
135
Properties=species:S:1:pos:R:3:forces:R:3
Fe -0.4901 -0.1990 -0.0656 0.432 0.548 -0.204
O -0.9992 1.5822 0.7107 -0.093 0.376 0.257
C -1.5791 1.7325 1.9293 0.096 -0.234 0.053
C -1.1277 0.4750 2.7981 -0.021 0.212 -0.198
C 0.3564 0.3219 2.6152 -0.009 0.038 -0.125
C 1.2186 0.6783 3.6434 -0.004 -0.087 0.079
C 2.5827 0.7021 3.4209 0.016 -0.057 -0.068
C 3.0512 0.3591 2.1672 0.064 -0.081 0.113
C 2.1518 -0.0378 1.1872 -0.070 -0.209 -0.185
C 2.6245 -0.4487 -0.1755 -0.096 0.276 -0.080
C 2.1760 0.5855 -1.2675 -0.144 -0.431 0.038
O 0.8042 0.5699 -1.3404 0.056 -0.100 0.040
C 2.7492 1.9568 -0.9088 0.120 -0.008 -0.009
C 1.9076 3.0523 -0.8084 -0.159 0.052 -0.025
C 2.4082 4.3099 -0.4865 0.030 -0.025 0.023
C 3.7616 4.4830 -0.2379 -0.013 -0.036 -0.015
C 4.6142 3.3870 -0.3244 0.004 0.016 0.017
C 4.1120 2.1401 -0.6635 -0.024 0.049 0.016
C 2.7056 0.0853 -2.6301 0.065 0.078 -0.010
C 3.5141 0.8321 -3.4829 -0.030 -0.097 0.027
C 3.9013 0.3297 -4.7225 -0.021 -0.010 0.017
C 3.4861 -0.9286 -5.1300 0.013 0.045 -0.004
C 2.6651 -1.6757 -4.2933 -0.018 -0.017 0.034
C 2.2727 -1.1676 -3.0656 0.021 -0.051 -0.029
N 0.8270 -0.0597 1.4045 0.443 0.399 1.062
C -1.0188 2.9600 2.6841 0.007 -0.100 0.031
C -1.6128 3.4770 3.8348 0.029 0.040 0.006
C -1.0257 4.5316 4.5248 -0.014 -0.019 0.023
C 0.1722 5.0788 4.0848 0.023 0.006 -0.098
C 0.7771 4.5601 2.9460 -0.034 -0.037 0.048
C 0.1849 3.5080 2.2612 0.000 0.062 -0.040
C -3.1445 1.9062 1.7955 0.058 0.089 -0.089
C -4.7636 2.7249 0.5244 -0.064 -0.101 0.188
C -6.0831 2.6067 1.2177 0.109 0.072 -0.066
C -6.2580 2.0649 2.4238 0.006 -0.073 0.027
C -5.2101 1.4614 3.2509 -0.032 -0.003 0.032
C -3.8971 1.3863 3.0002 -0.076 0.041 -0.198
H -1.3415 0.5996 3.8605 0.047 -0.030 0.018
H -1.6284 -0.4188 2.4250 -0.049 -0.040 0.049
H 0.8057 0.9549 4.6053 -0.013 0.049 -0.046
H 3.2700 0.9894 4.2078 -0.029 0.014 -0.019
H 4.1088 0.3789 1.9395 -0.016 -0.020 -0.018
H 3.7048 -0.6018 -0.1715 0.022 -0.006 0.017
H 2.1365 -1.3834 -0.4625 0.087 -0.038 0.038
H 0.8480 2.8987 -0.9775 0.084 -0.010 0.029
H 1.7291 5.1529 -0.4184 0.009 -0.023 0.015
H 4.1533 5.4596 0.0215 -0.005 -0.006 0.001
H 5.6736 3.5064 -0.1271 -0.010 0.000 -0.020
H 4.7969 1.3038 -0.7543 -0.021 -0.023 0.017
H 3.8408 1.8203 -3.1886 -0.001 0.016 -0.004
H 4.5279 0.9319 -5.3708 -0.012 -0.005 0.007
H 3.7874 -1.3182 -6.0956 -0.003 -0.001 0.016
H 2.3148 -2.6550 -4.6011 -0.003 0.028 0.012
H 1.5898 -1.7416 -2.4483 -0.002 0.014 -0.033
H -2.5453 3.0643 4.2046 0.014 0.018 -0.016
H -1.5031 4.9246 5.4158 -0.013 -0.010 -0.024
H 0.6262 5.9039 4.6210 0.002 -0.019 0.008
H 1.7191 4.9629 2.5899 -0.021 0.006 0.007
H 0.6435 3.0861 1.3789 0.012 -0.008 -0.054
H -4.8791 3.2058 -0.4457 0.002 0.028 -0.009
H -6.9439 3.0317 0.7111 -0.011 -0.039 0.008
H -7.2593 2.0401 2.8396 -0.005 0.025 -0.003
H -5.5584 1.0125 4.1762 0.017 -0.022 -0.021
H -3.3108 0.8414 3.7283 -0.013 0.064 0.044
C -3.6392 3.3589 1.4031 0.010 -0.018 -0.057
C -3.9111 1.4339 0.4939 -0.061 0.081 -0.037
C -3.1426 1.2719 -0.8219 0.290 0.006 0.428
C -2.2993 2.4513 -1.2585 0.070 -0.008 -0.011
C -2.2378 3.7300 -0.6717 0.058 -0.133 -0.140
C -2.7437 4.1636 0.5192 -0.117 -0.085 0.119
P -1.1705 2.2446 -2.6667 -0.631 0.083 -0.326
C -2.2060 3.0138 -4.0251 0.221 0.100 -0.047
C -1.5401 3.3306 -5.2134 -0.036 -0.002 0.059
C -2.1926 3.9692 -6.2592 -0.048 -0.015 0.014
C -3.5250 4.3363 -6.1233 0.043 -0.020 0.029
C -4.1938 4.0515 -4.9403 -0.004 -0.011 -0.026
C -3.5408 3.3952 -3.9050 -0.009 -0.093 0.029
C -1.3941 0.4735 -3.0732 0.337 -0.245 0.638
C -0.9458 0.0388 -4.3101 -0.082 0.057 -0.030
C -0.8748 -1.3080 -4.6343 0.034 -0.014 0.000
C -1.2678 -2.2506 -3.6925 0.012 0.026 -0.018
C -1.7155 -1.8533 -2.4495 0.020 0.147 0.084
C -1.7397 -0.4868 -2.0635 -0.917 0.054 -1.299
H -3.9899 3.9445 2.2521 0.006 0.052 -0.021
H -4.5395 0.5562 0.6508 0.017 -0.033 -0.036
H -3.9142 1.1581 -1.6042 -0.090 -0.047 0.027
H -1.6283 4.4449 -1.2235 0.027 0.008 0.072
H -2.5358 5.1802 0.8315 0.065 -0.030 -0.003
H -0.4865 3.0861 -5.3053 -0.016 0.034 -0.019
H -1.6590 4.1972 -7.1746 0.015 -0.004 0.024
H -4.0337 4.8534 -6.9280 -0.001 -0.017 0.006
H -5.2309 4.3454 -4.8254 0.015 -0.020 0.024
H -4.0747 3.1827 -2.9852 0.017 0.029 -0.011
H -0.6354 0.7745 -5.0434 0.009 -0.033 -0.003
H -0.5076 -1.6148 -5.6063 -0.011 0.011 0.014
H -1.2393 -3.3079 -3.9308 -0.013 0.014 -0.002
H -2.0675 -2.6025 -1.7589 0.023 0.010 0.063
S -1.5189 -2.2160 0.6435 0.031 0.290 -0.078
Sb 1.2325 -3.5216 1.2959 0.214 -0.458 0.303
C 0.1149 -5.0749 2.2924 -0.059 0.025 -0.094
C 0.2056 -6.4260 1.9613 0.037 0.041 0.051
C -0.5959 -7.3662 2.5958 0.014 0.014 0.011
C -1.4979 -6.9672 3.5740 0.007 0.047 -0.017
C -1.5952 -5.6253 3.9154 0.033 -0.037 0.012
C -0.7976 -4.6858 3.2731 0.039 -0.013 -0.055
C 3.0193 -3.7793 2.5088 -0.007 0.282 -0.093
C 2.7981 -3.6523 3.8829 0.018 -0.117 -0.053
C 3.8468 -3.4350 4.7653 0.020 -0.013 -0.047
C 5.1468 -3.3289 4.2863 -0.031 0.009 -0.004
C 5.3857 -3.4528 2.9256 -0.016 -0.032 0.010
C 4.3297 -3.6640 2.0455 -0.052 -0.104 0.014
C 1.5984 -4.6139 -0.5245 0.006 0.141 -0.019
C 2.8061 -4.5886 -1.2202 -0.051 -0.036 0.006
C 2.8901 -5.0777 -2.5192 -0.016 -0.033 0.023
C 1.7614 -5.5859 -3.1454 -0.002 0.026 0.028
C 0.5468 -5.5988 -2.4708 -0.007 -0.023 0.022
C 0.4646 -5.1097 -1.1745 0.093 0.020 0.026
H 0.9031 -6.7461 1.1952 -0.017 -0.011 0.005
H -0.5204 -8.4124 2.3234 0.007 0.009 -0.002
H -2.1320 -7.6992 4.0594 0.015 0.003 0.008
H -2.3037 -5.3073 4.6709 0.007 0.004 -0.014
H -0.9061 -3.6339 3.5179 -0.042 -0.019 -0.018
H 1.7851 -3.7237 4.2698 0.040 0.032 0.021
H 3.6494 -3.3322 5.8257 -0.009 -0.014 -0.003
H 5.9660 -3.1383 4.9688 -0.002 -0.025 -0.003
H 6.3968 -3.3723 2.5445 -0.007 0.006 -0.012
H 4.5434 -3.7409 0.9862 0.027 0.052 0.055
H 3.6940 -4.1709 -0.7625 -0.015 -0.007 -0.055
H 3.8360 -5.0475 -3.0471 -0.012 0.018 0.016
H 1.8234 -5.9556 -4.1619 0.000 0.001 0.010
H -0.3425 -5.9785 -2.9607 0.012 0.009 0.012
H -0.4940 -5.0925 -0.6648 -0.007 -0.004 -0.051
N -2.7181 -1.0068 0.1155 -0.725 -0.418 -0.309
C -2.3629 -0.0423 -0.8294 0.444 -0.231 0.049
H -3.2578 -0.6743 0.8959 0.022 0.097 -0.008
```
Forces are in eV/Å.

2S+1 = 5
HOMO (alpha / beta) = -3.480 / -4.326 eV
Total charge = -1
Energy = -5205.07925 hartree



3.
This record from OMol25 describes a 2-piece molecular cluster, CHCl2NS overall. The level of theory is ωB97M-V/def2-TZVPD.

XYZ file:
```
6
Properties=species:S:1:pos:R:3:forces:R:3
C -1.3018 1.4947 -0.2158 -3.301 0.964 -0.092
N -0.2381 1.1223 -0.1683 1.970 -0.318 -0.066
S 0.7935 -1.8613 -2.6076 -0.349 -0.437 -1.015
Cl -2.8712 1.9794 -0.2637 0.817 -0.170 0.028
Cl 1.3601 -1.1234 -0.8085 -0.058 0.940 0.720
H 0.5746 0.0788 -0.7025 0.922 -0.979 0.425
```
Forces are in eV/Å.

Energy above the lowest of the compared OMol25 structures with the same formula, charge and spin = 66.5 kcal/mol
HOMO = -7.498 eV
Energy = -1411.90480 hartree



4.
This record from OMol25 describes C22H42NP3PmSSe as an isolated structure. The level of theory is ωB97M-V/def2-TZVPD.

XYZ file:
```
71
Properties=species:S:1:pos:R:3:forces:R:3
Pm -0.8757 0.2117 -0.5233 2.230 0.788 2.831
P -1.6707 -2.2311 0.7218 -0.748 -1.959 0.867
P 1.4871 -0.6421 1.8380 0.436 0.177 0.801
P 1.3299 -1.3455 -1.8252 1.010 -1.109 -0.194
H -3.4426 1.7562 -2.5780 0.381 -0.121 -0.695
C -3.0929 0.7601 -2.8834 1.046 0.507 -0.627
C -1.7958 0.4056 -2.6522 -1.252 0.475 -1.584
H -1.0217 1.2304 -2.7596 -0.603 -0.607 0.744
C -3.0224 -1.9265 1.9396 -0.162 0.270 -0.059
C -0.6765 -3.5504 1.5627 0.324 0.054 0.014
C -2.5471 -3.2204 -0.5599 -0.025 0.299 -0.242
C 2.6131 0.7528 2.2284 0.158 0.236 -0.381
C 0.5776 -0.6242 3.4360 -0.150 -0.222 -0.002
C 2.6855 -2.0247 2.1741 -0.206 -0.261 -0.372
C 1.0157 -1.4431 -3.6190 -0.107 0.002 -0.539
C 1.4659 -3.1293 -1.3490 -0.385 0.030 0.075
C 3.1386 -1.0028 -1.7391 -0.382 0.642 0.150
H -3.7626 0.2188 -3.5544 -0.333 -0.719 1.154
H -1.4377 -0.6557 -2.6217 -0.283 0.471 -1.358
H -3.6600 -1.1200 1.5564 0.036 -0.167 0.094
H -2.6217 -1.6186 2.9127 0.065 -0.052 -0.212
H -3.6499 -2.8138 2.0971 0.293 0.100 -0.129
H -0.2459 -3.1830 2.5040 -0.117 -0.070 -0.340
H 0.1441 -3.8745 0.9075 -0.261 0.136 0.229
H -1.2708 -4.4477 1.8110 -0.077 0.528 -0.256
H -3.1062 -2.5320 -1.2050 -0.112 -0.222 0.008
H -3.2488 -3.9420 -0.1243 0.179 0.209 0.017
H -1.8393 -3.7685 -1.1898 -0.034 0.107 0.113
H 3.2752 0.4977 3.0698 -0.261 0.083 -0.258
H 2.0177 1.6358 2.4894 0.155 -0.098 -0.081
H 3.2249 0.9897 1.3478 -0.046 0.015 0.279
H 1.2786 -0.8379 4.2540 -0.228 0.070 -0.127
H -0.2233 -1.3698 3.4455 0.119 0.145 0.159
H 0.1399 0.3665 3.5902 0.075 -0.198 -0.022
H 3.2242 -1.8345 3.1151 -0.267 0.070 -0.289
H 3.4303 -2.1058 1.3691 -0.222 0.019 0.229
H 2.1698 -2.9908 2.2671 0.148 0.258 -0.080
H 1.8813 -1.8791 -4.1517 -0.443 0.149 0.243
H 0.8119 -0.4448 -4.0367 0.189 -0.233 0.092
H 0.1235 -2.0612 -3.8218 0.368 0.119 0.082
H 2.1443 -3.6614 -2.0344 -0.266 0.261 0.128
H 0.4829 -3.6180 -1.3630 0.304 0.003 -0.047
H 1.8855 -3.2021 -0.3359 -0.135 0.056 -0.266
H 3.6607 -1.6598 -2.4415 -0.122 0.157 0.035
H 3.5116 -1.2119 -0.7285 -0.124 0.171 -0.235
H 3.3087 0.0509 -1.9891 0.257 -0.277 0.051
C 0.7801 3.0931 -2.4180 1.150 -0.381 0.181
C -0.4330 3.4585 -3.0154 -0.495 0.634 0.402
C -0.5087 3.6779 -4.4091 0.696 -0.563 0.430
C 0.6263 3.3848 -5.1790 -0.235 -0.317 0.239
C 1.7520 2.7856 -4.6122 -0.295 -0.222 0.025
C 1.8202 2.6463 -3.2324 0.243 0.056 0.173
Se 1.1984 3.1968 -0.4052 -0.774 -0.335 -0.236
H 2.6890 3.4278 -0.0079 -1.251 -0.380 -1.395
H -1.3355 3.5713 -2.4062 0.326 0.539 -0.073
H -1.4276 4.0458 -4.8869 0.463 -0.227 0.389
H 0.6192 3.5214 -6.2419 -0.156 0.190 -0.359
H 2.5495 2.3774 -5.2428 -0.258 0.428 0.249
H 2.6860 2.1949 -2.7680 0.202 0.177 -0.093
S -2.6322 1.8128 0.8560 -0.233 -0.439 -0.917
C -1.9473 1.9484 2.4181 -0.445 0.198 1.326
N -2.6054 1.3513 3.4755 1.300 0.769 -0.199
C -2.2035 1.5038 4.7785 -0.465 -0.146 -1.089
C -1.1171 2.2994 5.0536 -0.234 -0.057 0.406
C -0.4252 2.9304 4.0097 -0.469 0.030 0.327
C -0.8700 2.7836 2.7035 0.672 -0.258 0.278
H -3.4382 0.8293 3.2309 -0.053 -0.081 0.243
H -2.8100 0.9605 5.5006 0.236 0.304 0.020
H -0.8674 2.4606 6.0990 0.178 -0.078 -0.244
H 0.4271 3.5632 4.2605 -0.222 -0.111 -0.211
H -0.3435 3.2722 1.8885 -0.303 -0.021 0.133
```
Forces are in eV/Å.

2S+1 = 5
HOMO (alpha / beta) = -16.603 / -16.609 eV
Total charge = +3
Energy = -5349.29313 hartree



Number 1: maximum force 0.03781 Eh/bohr. Number 2: maximum force 0.03093 Eh/bohr. Number 3: maximum force 0.06691 Eh/bohr. Number 4: maximum force 0.07174 Eh/bohr.